Computed, not measured: a structure of composition C48H34BiF9GeIN5O in a non-equilibrium geometry, with ωB97M-V with the def2-TZVPD basis set.

LUMO energy (alpha / beta) ... -1.54 / -1.55 eV
HOMO-LUMO gap (alpha / beta) ... 5.55 / 5.54 eV
E_HOMO (alpha / beta) ... -7.09 / -7.09 eV
Energy above the lowest of the compared OMol25 structures with the same formula, charge and spin ... 147.3 kJ/mol
Calculated total energy ... -154736.99899 eV
Charge ... 0

Last column: Löwdin charge in e.
Atoms and positions in Å:
Bi: 1.30831 0.49614 0.75091  1.943
C: 5.98671 0.45066 4.21778  -0.125
C: 5.82016 0.62514 2.86354  -0.109
C: 4.64278 1.01155 2.28752  -0.027
C: 3.53190 1.36317 3.12212  -0.296
C: 3.82103 1.42083 4.54557  -0.021
C: 4.97595 0.81551 5.06617  -0.093
N: 2.33905 1.68660 2.55678  -0.052
C: 1.50874 2.72013 2.98489  -0.208
C: 2.06435 3.67893 3.87107  -0.028
C: 1.24674 4.73729 4.28795  -0.033
C: -0.07018 4.87279 3.77629  -0.098
C: -0.56045 4.01349 2.87397  -0.057
C: 0.14198 2.85320 2.55619  -0.268
N: -0.39945 1.74706 1.97883  -0.105
N: -1.70650 1.74897 1.80966  0.079
C: -2.23361 0.50906 1.79313  -0.357
C: -3.61997 0.38742 2.11125  -0.007
C: -4.10436 -0.86338 2.45459  -0.087
C: -3.29138 -1.95838 2.15098  -0.072
C: -1.93980 -1.74639 1.77088  -0.141
N: -1.39438 -0.54019 1.62515  0.057
H: 6.88904 0.00855 4.65675  0.106
H: 6.66000 0.43951 2.19761  0.106
H: 4.47273 1.09989 1.20794  0.099
H: 3.06111 1.84982 5.09883  0.069
H: 5.01743 0.58411 6.14711  0.112
H: 3.13821 3.61968 4.09234  0.116
H: 1.59972 5.52745 4.96216  0.111
H: -0.70624 5.71862 4.05985  0.110
H: -1.47365 4.22513 2.26655  0.135
H: -4.21804 1.27199 2.22286  0.105
H: -4.99861 -0.92691 3.01754  0.097
H: -3.62832 -3.01383 2.19328  0.109
H: -1.29228 -2.61782 1.59118  0.113
C: 3.01314 -2.80020 3.43307  -0.111
C: 4.05275 -3.23975 2.68347  -0.091
C: 4.11884 -2.91487 1.34363  -0.005
C: 3.16681 -1.95914 0.78071  -0.221
C: 2.17060 -1.45631 1.66056  -0.259
C: 2.10770 -1.92825 2.94413  -0.147
C: 3.27846 -1.59312 -0.59811  -0.265
C: 4.54586 -1.40734 -1.23198  0.005
C: 4.63205 -0.91450 -2.51965  0.017
C: 3.38055 -0.68455 -3.19917  -0.169
C: 3.27632 -0.60323 -4.59985  -0.063
C: 2.12338 -0.27583 -5.25410  -0.070
C: 0.88113 -0.17397 -4.49303  -0.059
C: 0.88503 -0.44413 -3.12280  -0.018
C: 2.13325 -0.79617 -2.47024  -0.220
N: 2.14280 -1.12654 -1.15697  0.032
H: 2.84981 -3.21772 4.44537  0.123
H: 4.73248 -3.97119 3.13893  0.115
H: 4.79663 -3.33050 0.61736  0.097
H: 1.28099 -1.55870 3.50974  0.095
H: 5.42559 -1.80992 -0.67116  0.121
H: 5.57473 -0.73098 -3.07847  0.134
H: 4.23317 -0.58159 -5.19657  0.131
H: 2.08024 -0.05884 -6.31563  0.100
H: -0.05205 0.14896 -5.00353  0.113
H: -0.03782 -0.42553 -2.50669  0.113
Ge: -5.09195 -1.04453 -2.05165  0.500
C: -6.84835 -1.57751 -1.37918  -0.353
C: -7.89579 -2.20527 -2.10264  -0.096
C: -9.18445 -2.35714 -1.57417  -0.080
C: -9.45730 -2.03488 -0.22786  -0.073
C: -8.40783 -1.47335 0.49235  -0.097
C: -7.16157 -1.20383 -0.07865  -0.151
C: -4.42864 -2.48348 -3.24423  -0.378
C: -4.99064 -2.94046 -4.46763  -0.130
C: -4.32463 -3.76713 -5.34585  -0.099
C: -3.01622 -4.22173 -5.08987  -0.067
C: -2.39471 -3.70618 -3.93339  -0.086
C: -3.10990 -2.92318 -3.01025  -0.149
H: -3.96114 -0.95943 -0.94996  -0.017
H: -7.81775 -2.61853 -3.08332  0.082
H: -9.95224 -2.79572 -2.23269  0.109
H: -10.35037 -2.39237 0.24202  0.096
H: -8.47961 -1.26325 1.56786  0.105
H: -6.43207 -0.57078 0.47627  0.090
H: -5.97272 -2.57136 -4.75570  0.091
H: -4.77837 -4.04593 -6.26018  0.088
H: -2.58342 -4.92369 -5.79273  0.099
H: -1.39651 -4.01515 -3.66541  0.093
H: -2.53559 -2.57809 -2.12800  0.084
I: -4.98925 0.92286 -3.59873  0.354
F: 0.21713 2.93363 -1.02611  0.113
C: 1.18956 3.85898 -0.89205  -0.540
F: 1.02595 4.70040 -1.89623  0.192
F: 0.93322 4.52056 0.27238  0.151
C: 2.56711 3.16488 -0.92644  -0.275
O: 2.65624 1.88176 -0.36482  -0.357
C: 3.51834 4.10684 -0.17846  -0.510
F: 3.44536 5.34269 -0.79185  0.133
F: 3.24551 4.26066 1.12268  0.171
F: 4.78406 3.65005 -0.26391  0.165
C: 3.05171 2.96686 -2.42478  -0.456
F: 1.99627 2.39014 -3.11121  0.119
F: 4.03206 2.00730 -2.52017  0.120
F: 3.51739 4.00350 -3.11356  0.179